The following is a quantum chemistry calculation of a structure of composition C15H21CoIN2O, from OMol25.

```
41
Properties=species:S:1:pos:R:3:forces:R:3:lowdin_charge:R:1
H 1.59957 -0.89721 3.28546 -0.100 0.177 0.005 0.09
H 0.57132 0.03667 4.40041 0.154 0.026 0.128 0.08
C 1.94808 -1.60975 -1.09243 -0.178 0.430 -0.230 -0.09
H -4.60971 0.41609 -2.07642 0.940 0.118 0.343 0.13
H -1.25968 -2.54346 -2.88278 -0.220 0.011 -0.009 0.10
C 1.03388 0.03469 3.41150 0.025 -0.046 0.374 -0.06
H 3.24899 2.03568 -0.36428 -0.025 -1.266 -0.115 0.04
C 1.84635 -2.87051 -1.63778 -0.850 -0.890 -0.703 -0.03
I 0.98147 2.30920 -2.56195 0.239 1.040 -1.996 0.37
C 0.68576 -3.26033 -2.34755 0.472 2.060 0.866 -0.01
C -1.10170 -0.94950 2.49716 -0.117 -0.027 0.183 -0.05
H 2.98470 0.76305 0.94600 -0.056 -0.303 -1.962 0.08
C 2.78355 1.04050 -0.14657 3.010 2.724 1.998 -0.22
H -0.64393 -1.92512 2.29644 -0.089 0.122 0.048 0.08
N -0.91640 0.92557 -0.73099 -3.910 -0.993 -0.972 -0.06
H 1.72003 0.88353 3.34152 0.007 -0.131 0.037 0.07
H 1.45024 3.41462 0.20754 -1.487 -0.560 0.733 0.03
H 2.68121 0.35634 -0.97508 1.930 0.235 0.142 -0.04
C 0.82290 2.61444 0.70444 3.103 1.344 1.305 -0.17
C -3.58009 0.53608 -1.67857 0.032 0.348 0.251 -0.04
C -0.19111 -1.06102 -1.75823 2.181 -0.826 -0.168 -0.20
H -1.53686 -0.95736 3.50206 -0.041 -0.032 -0.100 0.08
H 0.59879 -4.22976 -2.81735 -0.063 0.067 0.009 0.11
H -1.66810 2.49191 0.36468 -0.594 0.104 -0.073 0.11
H -0.52877 1.12069 2.43747 -0.065 -0.006 0.129 0.12
C -1.93393 1.69537 -0.31400 -0.295 -0.686 -1.150 -0.10
H -2.75600 -1.15131 -2.69061 0.113 0.133 0.142 0.11
O 0.54928 -0.00741 1.10577 -0.097 -0.883 0.928 -0.28
H 2.67288 -3.55222 -1.53219 0.111 -0.128 0.096 0.10
C -1.25543 -0.14315 -1.51862 -1.544 1.860 0.237 -0.22
H 1.25403 2.34509 1.71271 -1.034 0.707 -0.958 0.05
H -0.22920 2.50755 0.50701 0.525 1.354 0.945 -0.04
C -3.24522 1.54414 -0.78052 0.058 0.169 0.244 -0.03
H -1.89693 -0.77640 1.76555 0.029 -0.104 0.064 0.07
H 2.84912 -1.32121 -0.54023 -0.395 -0.209 -0.308 0.12
C -0.04306 0.13263 2.35583 -0.036 -0.030 -0.572 -0.57
Co 0.99976 1.09320 -0.32756 -1.677 -1.111 1.059 0.16
C -0.33863 -2.29314 -2.38792 0.530 -1.007 0.033 0.02
N 0.99676 -0.67160 -1.21892 -0.841 -3.356 -0.960 -0.02
H -3.99297 2.24294 -0.43858 -0.053 0.048 0.093 0.11
C -2.55095 -0.31954 -2.02242 0.309 -0.484 -0.115 0.01
```
Positions in Å, forces in eV/Å.

Electronic energy = -66646.2253 eV
Frontier orbital gap (alpha / beta) = 5.93 / 6.86 eV
HOMO level (alpha / beta) = -0.24831 / -0.28603 hartree
Expectation value of S² = 3.8041
Multiplicity = 4
Energy above the lowest of the compared OMol25 structures with the same formula, charge and spin = 443.2 kJ/mol



The following is a quantum chemistry calculation of a structure of composition C15H21F5IIrO2P2, from OMol25.

```
47
Properties=species:S:1:pos:R:3:forces:R:3:lowdin_charge:R:1
F 1.65338 3.08866 6.29948 0.090 -0.670 -2.135 0.19
C 0.01090 2.16901 0.62457 0.063 3.257 1.552 -0.54
C 1.38834 3.38907 3.99355 -0.793 3.488 -1.347 -0.04
C 1.21400 3.04920 2.62020 1.312 2.081 -0.410 -0.22
C 1.66902 2.56830 5.05123 0.783 -1.651 3.700 -0.08
P 2.29183 -0.25365 -0.14372 3.300 -0.825 -0.065 0.73
F 2.54849 -0.83462 4.00311 -1.150 1.596 -0.110 0.04
H -3.87949 -1.57911 0.88107 0.275 0.158 0.010 0.09
C -3.12155 1.43272 0.59555 0.724 0.417 -0.033 -0.19
H 2.80259 -1.26117 1.98108 0.028 -0.213 -0.352 0.02
C 1.89045 0.35386 3.93143 2.435 -1.710 0.411 -0.42
H 2.06062 -2.43174 0.85267 0.227 -0.076 0.078 0.07
C -0.04707 -0.73365 -2.86789 -0.298 -0.368 -1.358 0.00
H 2.92699 2.08755 -0.00444 0.290 -0.068 0.063 0.07
H -0.11201 -0.45573 -3.92893 0.069 -0.178 0.161 0.14
H -2.80197 0.33714 -2.34242 -0.188 -0.141 0.059 0.07
H -2.83042 -1.41209 -1.94131 -0.237 0.173 0.033 0.06
H -2.72207 -1.05686 2.15129 -0.110 -0.135 -0.250 0.03
H -2.83266 2.30032 -0.01179 -0.234 -0.134 0.177 0.06
F 1.77039 3.98653 1.77996 -0.794 -0.991 0.926 0.12
F 1.34122 4.72268 4.25737 0.376 -2.717 -0.481 0.21
C 3.07655 -0.63539 -1.75666 -0.666 0.017 -0.117 -0.20
C 0.50583 2.04984 2.03057 -1.159 0.680 -2.049 -0.49
H -0.98072 -1.22470 -2.58220 0.318 0.186 0.075 0.06
H 3.23062 1.25883 1.54028 0.039 -0.105 -0.283 0.05
H -2.23892 -2.28754 0.93747 -0.228 0.056 0.122 0.07
C -2.82260 -1.37382 1.10493 0.746 -0.056 -0.077 -0.22
I 0.04141 0.17111 2.83153 -1.514 -1.329 -1.206 1.65
H 2.74537 -1.61696 -2.11591 0.211 0.168 0.051 0.07
H 4.34220 0.99325 0.14040 -0.300 -0.066 0.081 0.09
Ir 0.06382 0.31442 -0.10664 -0.617 0.386 1.019 0.85
H 0.77164 -1.45318 -2.74502 -0.129 0.334 0.130 0.10
C 2.13726 1.22293 4.94865 1.389 1.213 2.491 -0.16
O -0.40397 3.14161 0.02152 0.872 -2.677 0.947 0.14
H -4.20262 1.25476 0.51046 0.284 -0.157 -0.029 0.09
C 3.29931 1.16011 0.44862 -0.621 0.506 0.001 -0.17
H -2.86109 1.62646 1.64329 -0.099 0.012 -0.195 0.06
H 3.78010 -1.96488 0.65689 -0.229 0.097 0.021 0.09
F 2.93906 0.78789 5.96433 -1.620 0.685 -1.457 0.17
H 2.81062 0.13364 -2.49441 0.232 -0.194 0.103 0.07
O 0.46158 1.60341 -2.57140 -0.680 -2.149 1.285 0.27
C 2.78000 -1.61237 0.94425 -0.394 -0.148 0.048 -0.21
C -3.08850 -0.40655 -1.58896 0.637 -0.004 -0.062 -0.21
P -2.22357 -0.05092 -0.01239 -3.170 -0.565 0.011 0.72
H -4.17371 -0.35514 -1.42760 0.283 0.013 0.105 0.09
C 0.17610 0.51925 -2.07815 0.537 1.784 -1.768 -0.49
H 4.16822 -0.65339 -1.63530 -0.292 0.019 0.124 0.09
```
Positions in Å, forces in eV/Å.

Electronic energy = -63055.9520 eV
Total charge = +3
Frontier orbital gap (alpha / beta) = 4.96 / 5.49 eV
HOMO level (alpha / beta) = -0.61233 / -0.72200 hartree
Expectation value of S² = 8.7979
Multiplicity = 6



The following is a quantum chemistry calculation of the molecule C15H21FN2O3S, from OMol25.

```
43
Properties=species:S:1:pos:R:3:forces:R:3:lowdin_charge:R:1
F 0.41730 1.19042 -2.24814 -0.026 -0.023 -0.095 0.06
S 0.90673 -0.72282 4.50655 -0.078 -0.314 0.035 0.85
N -0.44701 0.11416 0.91895 0.476 0.128 0.059 0.11
C -2.14846 0.28575 -3.05036 -0.038 -0.178 0.277 -0.11
H -1.84598 -1.23007 -5.28087 -0.120 -0.030 -0.041 0.12
C 1.49208 -0.74300 -5.09966 -0.025 0.005 0.012 -0.08
H -2.98605 0.32250 -3.74751 -0.001 0.055 -0.041 0.12
C 1.80006 -1.91365 3.46867 -0.275 0.312 0.135 -0.38
C -1.56540 0.06232 0.13523 0.359 -0.500 0.062 -0.56
C -0.35067 1.07485 1.99251 -0.334 0.138 0.181 -0.22
C -0.88673 -0.05040 -3.78710 0.086 0.205 0.144 -0.18
H 2.63940 3.32583 4.25364 -0.022 -0.041 -0.021 0.10
O 2.00769 0.66231 1.76070 0.131 0.165 -0.036 0.07
H 0.23550 -1.84088 -6.43825 -0.003 -0.054 -0.079 0.10
H -2.21374 0.59503 2.91259 0.035 0.094 0.032 0.11
H 2.40691 -1.00818 -5.60658 0.084 -0.020 -0.042 0.10
C -0.75435 -0.73585 3.73230 0.277 0.082 0.326 -0.44
H 2.72770 -2.13692 3.98606 0.085 -0.080 0.007 0.03
O -2.59121 0.64980 0.41192 -0.412 0.425 0.028 0.07
H 1.20793 -2.81755 3.36374 0.054 -0.130 -0.014 0.03
H -0.74991 2.04682 1.66743 0.131 -0.122 0.056 0.17
H 0.44740 -0.19167 0.55858 -0.108 0.015 -0.032 0.13
C -1.16633 0.63297 3.21829 0.099 -0.062 -0.098 -0.19
H 2.93384 1.56162 4.32179 -0.021 0.049 -0.043 0.08
C 2.63900 2.39954 3.68572 0.373 -0.069 -0.025 -0.04
H -1.05139 1.38029 4.00392 -0.082 0.039 0.003 0.12
H -1.45125 -1.07134 4.50032 -0.045 -0.061 -0.135 0.07
C 1.53664 0.06900 -3.98046 -0.037 0.088 0.136 -0.01
H 2.01518 -1.46304 2.50303 0.048 -0.113 -0.028 0.02
N -1.45787 -0.80078 -0.92691 0.131 -0.178 -0.143 0.06
H -3.40091 -0.52278 -1.48592 0.053 -0.136 -0.107 0.12
C 0.35333 0.39781 -3.34645 -0.023 -0.126 -0.170 -0.24
H -0.53122 -1.08687 -1.20341 -0.032 0.012 0.073 0.13
C 1.12157 1.26021 2.32541 -0.139 -0.108 -0.352 -0.52
H -2.05538 1.25617 -2.56014 -0.097 -0.003 -0.052 0.12
H -0.72898 -1.46097 2.92135 -0.092 -0.056 0.014 0.08
C 0.27336 -1.20897 -5.56403 -0.008 -0.102 -0.115 -0.09
C -0.89802 -0.86611 -4.91263 0.145 0.044 0.031 -0.04
H 3.31971 2.46430 2.83496 -0.046 0.026 0.107 0.10
C -2.45370 -0.77027 -1.96915 -0.207 0.263 -0.089 -0.17
O 1.30416 2.20413 3.23911 -0.314 0.231 -0.043 -0.05
H -2.51969 -1.76366 -2.42165 -0.063 0.076 0.031 0.12
H 2.46877 0.44993 -3.59356 0.083 0.052 0.054 0.12
```
Positions in Å, forces in eV/Å.

Electronic energy = -38572.7004 eV
Frontier orbital gap = 9.24 eV
HOMO level = -0.31140 hartree
SMILES string = COC(=O)[C@H](CCSC)NC(=O)NCCc1ccccc1F
Energy above the lowest of the compared OMol25 structures with the same formula, charge and spin = 0.0 kJ/mol



The following is a quantum chemistry calculation of a structure of composition C15H21IN3NaO5S3, from OMol25.

```
49
Properties=species:S:1:pos:R:3:forces:R:3:lowdin_charge:R:1
H -3.66552 -0.24124 1.82598 0.001 -0.015 -0.007 0.09
C 3.77135 0.52233 1.58167 0.112 -0.261 -0.049 -1.21
C -2.22267 1.29422 1.31029 0.035 -0.048 -0.062 -0.20
C 3.99128 2.12881 -0.19473 0.089 -0.020 0.067 -0.20
S 5.03453 -0.21385 0.64407 0.053 -0.007 -0.010 0.91
H -3.51979 -2.68145 2.22251 0.006 0.020 0.001 0.06
H 4.78992 0.69177 -1.57902 -0.004 -0.008 -0.030 0.05
H -4.34040 -2.13704 0.06350 -0.008 -0.014 0.003 0.11
C -3.23821 -2.08920 0.12457 0.054 0.014 0.068 -0.30
S 3.08534 -0.23990 2.88642 -0.027 0.151 0.110 0.53
C -1.47782 -1.20291 3.24137 0.001 0.011 0.082 -0.47
Na -0.06610 -0.64095 -0.54606 -0.653 -1.200 0.994 0.31
N 3.45518 1.72393 1.10152 -0.183 0.022 -0.059 -0.06
C 1.32074 2.00911 -4.24444 -0.028 -0.110 0.158 -0.30
H -2.55874 -1.08966 3.31223 0.001 0.009 -0.005 0.05
H -2.85218 -2.63467 -0.73504 0.019 0.017 0.001 0.00
H -2.85323 -3.91684 1.16901 -0.003 0.002 0.007 0.05
I -1.93762 -4.84392 -2.18913 -0.053 -0.053 0.042 0.29
H -0.18758 1.30171 1.42597 0.013 0.015 0.067 0.11
C -3.28226 0.25041 0.92838 0.088 -0.033 0.093 -0.21
N -0.95371 0.69336 1.67214 0.138 0.069 -0.107 -0.08
H 2.56552 2.09302 1.39929 0.045 0.051 0.046 0.13
C 2.22523 1.35374 -3.24041 -0.161 0.059 -0.048 -0.31
H 4.41889 3.12994 -0.11649 0.005 0.007 0.017 0.11
H -4.14040 0.77711 0.48173 -0.011 0.017 0.015 0.11
H -2.56559 -0.41125 -0.87394 -0.075 0.025 -0.002 0.10
H -0.09616 -3.22315 -1.12239 -0.112 -0.028 0.084 -0.16
H -1.14102 -1.55517 4.21965 -0.001 -0.013 -0.006 0.06
H -2.62088 1.93780 2.11431 -0.037 0.005 -0.003 0.11
N -2.71554 -0.75317 0.06718 0.026 0.096 -0.311 -0.08
C 0.00533 1.19484 -2.42607 0.036 0.208 -0.073 -0.30
H 6.05226 1.54088 -0.64121 0.008 0.005 -0.003 0.06
H -2.03818 1.91506 0.43239 0.000 -0.009 -0.001 0.11
O 1.65591 2.49066 -5.31051 0.011 0.077 -0.029 0.06
C -0.25385 -3.36694 -2.20613 0.241 0.024 -0.104 -0.64
H 3.19648 2.13241 -0.93020 -0.072 -0.003 -0.101 0.09
H -0.76656 -2.46303 -2.58038 -0.118 -0.026 0.052 -0.14
C -0.06873 1.99572 -3.66096 0.181 -0.037 0.020 -0.31
H 0.27801 0.02910 3.16347 0.010 -0.013 0.019 0.05
C -0.79287 0.14825 2.99754 -0.006 -0.069 -0.092 -0.29
O -0.95398 0.93640 -1.64569 -0.192 0.421 -0.403 -0.06
O 3.45751 1.34312 -3.28760 0.053 -0.053 0.017 0.02
C 1.37565 0.79639 -2.18592 0.037 0.315 -0.131 -0.32
C -2.82400 -2.84944 1.39676 -0.034 -0.076 -0.023 -0.47
H -1.16969 0.83364 3.78075 -0.006 0.005 0.009 0.11
O -1.04525 2.57505 -4.11372 -0.052 -0.014 -0.026 0.05
O 1.76600 0.14874 -1.16722 0.636 0.396 -0.246 -0.07
S -1.15408 -2.53526 2.04235 0.006 0.055 -0.038 0.87
C 5.05746 1.10154 -0.60779 -0.071 0.017 -0.004 -0.41
```
Positions in Å, forces in eV/Å.

Electronic energy = -75627.2144 eV
Total charge = -2
Frontier orbital gap = 4.69 eV
HOMO level = -0.03343 hartree
Energy above the lowest of the compared OMol25 structures with the same formula, charge and spin = 221.8 kJ/mol